1.
Formula: C45H66CdN10O4SSi2Te
Source: the OMol25 dataset
Level of theory: ωB97M-V/def2-TZVPD

XYZ file:
```
130
Properties=species:S:1:pos:R:3:forces:R:3
Cd -0.510 0.248 -0.633 -0.1 -0.4 0.1
C -4.615 0.740 -0.862 0.0 0.0 0.0
O -3.318 0.685 -1.409 0.1 -0.1 -0.1
C -3.212 0.615 -2.783 -0.1 0.0 0.1
C -4.264 0.249 -3.605 0.0 0.0 0.0
C -4.101 0.233 -4.991 0.0 0.0 0.0
C -2.881 0.610 -5.529 0.0 0.0 0.0
C -1.827 0.982 -4.710 0.0 -0.1 0.0
C -1.950 0.968 -3.315 0.0 0.0 -0.1
N -0.956 1.337 -2.439 -0.3 0.2 -0.1
N 0.028 2.037 -3.009 0.0 0.0 0.0
C 0.868 2.726 -2.205 0.1 0.1 0.0
C 0.732 3.002 -0.808 0.0 0.0 -0.1
O -0.003 2.316 0.042 0.0 -0.2 0.1
C 1.461 4.106 -0.290 0.1 0.1 0.0
C 2.417 4.782 -0.990 0.0 0.0 0.0
C 2.745 4.374 -2.310 0.0 0.0 0.0
C 3.811 4.952 -3.033 0.0 0.0 0.0
C 4.123 4.530 -4.298 0.0 0.0 0.0
C 3.369 3.500 -4.891 0.0 0.0 0.0
C 2.321 2.930 -4.212 0.0 0.0 0.0
C 1.976 3.350 -2.909 0.0 0.0 0.0
H -5.209 1.520 -1.346 0.0 0.0 0.0
H -5.143 -0.217 -0.963 0.0 0.0 0.0
H -4.488 0.976 0.192 0.0 0.0 0.0
H -5.227 -0.003 -3.180 0.0 0.0 0.0
H -4.929 -0.048 -5.628 0.0 0.0 0.0
H -2.745 0.618 -6.604 0.0 0.0 0.0
H -0.872 1.276 -5.118 0.0 0.0 0.0
H 1.244 4.367 0.739 0.0 0.0 0.0
H 2.962 5.601 -0.534 0.0 0.0 0.0
H 4.386 5.742 -2.562 0.0 0.0 0.0
H 4.948 4.981 -4.837 0.0 0.0 0.0
H 3.619 3.154 -5.887 0.0 0.0 0.0
H 1.736 2.135 -4.655 0.0 0.0 0.0
C -2.968 -6.402 -1.556 0.0 0.0 0.0
C -2.504 -5.437 -2.645 0.0 0.0 0.0
N -2.736 -4.040 -2.339 0.0 0.1 0.1
C -4.071 -3.515 -2.563 0.0 0.0 0.0
C -4.903 -3.384 -1.288 0.0 0.0 0.0
C -1.771 -3.233 -1.775 0.1 -0.1 -0.1
C -0.443 -3.861 -1.447 0.0 0.0 0.1
N -1.902 -1.989 -1.525 -0.2 0.4 0.0
H -2.668 -7.423 -1.796 0.0 0.0 0.0
H -4.053 -6.386 -1.454 0.0 0.0 0.0
H -2.536 -6.131 -0.593 0.0 0.0 0.0
H -3.029 -5.664 -3.578 0.0 0.0 0.0
H -1.446 -5.586 -2.852 0.0 0.0 0.0
H -4.573 -4.192 -3.258 0.0 0.0 0.0
H -4.000 -2.550 -3.075 0.0 0.0 0.0
H -5.028 -4.354 -0.806 0.0 0.0 0.0
H -5.891 -2.984 -1.519 0.0 0.0 0.0
H -4.423 -2.717 -0.573 0.0 0.0 0.0
H -0.543 -4.850 -0.999 0.0 0.0 0.0
H 0.051 -3.193 -0.748 0.0 0.0 0.0
H 0.166 -3.948 -2.350 0.0 0.0 0.0
H -2.804 -1.607 -1.791 0.0 0.0 -0.1
O -0.073 -1.495 0.742 0.3 0.1 0.0
N -0.709 -1.704 1.892 0.2 0.1 0.1
C 0.016 -1.705 3.029 -0.1 -0.1 -0.1
C -0.652 -2.063 4.196 0.1 0.1 0.0
C -1.993 -2.317 4.218 -0.1 0.0 -0.1
C -2.826 -2.038 3.043 0.4 -0.3 -0.1
C -2.010 -1.924 1.844 -0.3 0.0 0.0
H 1.063 -1.477 2.934 0.0 0.0 -0.1
H -0.071 -2.175 5.103 0.0 0.0 0.0
H -2.472 -2.635 5.136 0.0 -0.1 0.0
H -3.627 -2.768 2.877 0.0 0.1 0.1
H -2.424 -1.921 0.849 0.0 -0.1 0.0
C 5.059 0.676 -0.802 -0.1 0.0 0.1
Si 5.460 0.719 1.034 0.1 0.0 0.0
C 6.055 2.440 1.475 0.0 0.0 0.0
C 6.867 -0.503 1.338 0.0 0.1 0.0
C 4.007 0.281 2.132 0.0 0.0 -0.1
Te 2.233 1.221 1.325 0.3 0.0 0.1
C 1.280 1.449 3.230 0.0 0.0 0.0
Si 1.584 3.059 4.129 -0.1 0.1 0.1
C 0.400 4.383 3.512 0.1 -0.1 0.0
C 1.245 2.749 5.958 0.0 0.0 -0.1
C 3.357 3.657 3.971 0.0 -0.1 0.0
H 5.674 1.406 -1.332 0.0 0.0 0.0
H 4.019 0.928 -1.021 0.0 0.0 0.0
H 5.261 -0.306 -1.233 0.0 -0.1 0.0
H 6.963 2.686 0.923 0.0 0.0 0.0
H 6.266 2.530 2.541 0.0 0.0 0.0
H 5.296 3.180 1.217 0.0 0.0 0.0
H 7.705 -0.311 0.665 0.0 0.0 0.0
H 6.537 -1.531 1.175 0.0 0.0 0.0
H 7.236 -0.433 2.362 0.0 0.0 0.1
H 4.180 0.710 3.121 0.0 0.0 0.1
H 3.860 -0.795 2.245 0.0 0.0 0.0
H 1.560 0.581 3.830 0.0 0.0 0.0
H 0.213 1.354 3.015 0.0 0.0 0.1
H -0.333 3.957 2.825 0.0 0.0 0.0
H 0.922 5.184 2.987 0.0 0.0 0.0
H -0.141 4.828 4.349 0.0 0.0 0.0
H 0.208 2.441 6.108 0.0 0.0 0.0
H 1.418 3.647 6.555 0.0 0.0 0.0
H 1.887 1.956 6.347 0.0 0.0 0.0
H 3.668 3.680 2.925 0.0 0.0 0.0
H 4.050 3.012 4.516 0.0 0.0 0.0
H 3.451 4.666 4.376 0.0 0.0 0.0
C 4.201 -3.405 -2.176 0.0 0.0 0.0
N 3.253 -2.347 -2.386 0.0 0.1 0.0
C 2.763 -1.966 -3.686 0.0 0.0 0.0
C 1.544 -1.107 -3.318 -0.1 0.1 0.0
O 0.825 -0.606 -4.141 0.0 -0.1 0.0
N 1.433 -1.057 -1.937 0.0 -0.2 0.1
C 2.392 -1.844 -1.460 0.0 0.2 -0.2
N 2.529 -2.123 -0.168 -0.5 0.1 0.4
H 4.984 -3.333 -2.931 0.0 0.0 0.0
H 3.745 -4.400 -2.241 0.0 0.0 0.0
H 4.689 -3.304 -1.206 0.0 0.0 0.0
H 2.449 -2.827 -4.283 0.0 0.0 0.0
H 3.485 -1.376 -4.254 0.0 0.0 0.0
H 1.733 -1.861 0.441 0.3 0.0 -0.2
H 3.215 -2.788 0.139 -0.1 0.0 0.0
C -6.609 2.186 4.432 0.0 0.0 0.0
C -5.613 1.114 4.095 0.0 0.0 0.0
C -5.805 -0.217 4.525 0.0 0.0 0.0
C -4.867 -1.106 4.101 0.0 0.1 -0.1
N -3.812 -0.752 3.353 -0.3 0.1 0.0
C -3.618 0.571 3.001 0.1 0.1 0.2
S -2.283 1.158 2.187 0.0 -0.1 -0.2
N -4.583 1.472 3.376 -0.1 0.0 0.0
H -7.278 1.879 5.236 0.0 0.0 0.0
H -7.208 2.412 3.549 0.0 0.0 0.0
H -6.085 3.098 4.713 0.0 0.0 0.0
H -6.643 -0.523 5.131 0.0 0.0 0.0
H -4.928 -2.161 4.345 0.0 0.0 0.0
```
Forces are in eV/Å.

Calculated total energy: -4015.8287 Ha
Total charge: -1
ΔE to the lowest compared entry with this formula, charge and spin: 64.14 kcal per mole
Highest occupied orbital energy (spin up / spin down): -2.15 / -3.55 eV
Spin multiplicity: 2

2.
Formula: C45H66CdN10O4SSi2Te
Source: the OMol25 dataset
Level of theory: ωB97M-V/def2-TZVPD

XYZ file:
```
130
Properties=species:S:1:pos:R:3:forces:R:3
Cd 0.395 0.767 0.281 -0.2 0.2 -0.1
C 3.868 -0.098 -0.853 0.3 -0.1 -0.2
O 2.852 0.878 -0.985 0.0 0.0 0.0
C 2.563 1.328 -2.249 0.1 -0.1 -0.1
C 3.243 0.941 -3.391 0.0 0.0 0.1
C 2.878 1.458 -4.632 0.0 0.0 0.0
C 1.831 2.358 -4.718 0.0 0.0 0.1
C 1.143 2.738 -3.572 0.0 0.0 0.0
C 1.486 2.225 -2.320 -0.2 0.2 0.2
N 0.839 2.539 -1.119 0.0 0.1 -0.5
N -0.006 3.555 -1.257 0.1 -0.1 -0.3
C -0.569 4.071 -0.138 -0.2 0.1 0.0
C -0.049 3.984 1.156 -0.1 0.0 0.2
O 1.172 3.413 1.324 0.4 -0.3 0.6
C -0.741 4.531 2.248 0.0 0.0 0.1
C -1.936 5.188 2.099 0.0 0.0 -0.1
C -2.475 5.375 0.802 0.0 0.0 0.0
C -3.688 6.076 0.592 0.0 0.0 0.0
C -4.194 6.264 -0.663 0.0 0.0 0.0
C -3.493 5.758 -1.779 -0.1 0.0 0.0
C -2.324 5.067 -1.605 0.0 0.0 0.1
C -1.782 4.843 -0.314 0.0 -0.1 0.0
H 4.824 0.282 -1.226 0.0 0.1 -0.1
H 3.941 -0.315 0.211 0.0 -0.1 -0.5
H 3.589 -1.012 -1.383 0.0 0.0 0.0
H 4.034 0.209 -3.338 0.1 0.0 0.1
H 3.409 1.139 -5.521 0.0 0.0 0.0
H 1.536 2.762 -5.680 0.0 0.0 0.0
H 0.321 3.434 -3.622 0.0 0.0 0.0
H -0.297 4.421 3.231 0.0 0.0 -0.1
H -2.457 5.590 2.960 0.0 0.0 0.0
H -4.208 6.473 1.459 0.0 0.0 0.0
H -5.121 6.807 -0.804 0.0 0.0 0.0
H -3.882 5.918 -2.778 0.0 0.0 0.0
H -1.777 4.680 -2.453 0.0 0.0 0.0
C -5.840 0.877 -1.652 0.0 0.0 0.0
C -5.024 2.121 -1.308 0.0 0.0 0.0
N -4.017 1.898 -0.283 0.0 0.1 0.0
C -4.407 2.037 1.110 0.0 0.0 0.0
C -4.710 0.707 1.802 0.0 0.0 0.0
C -2.747 1.511 -0.595 0.1 0.0 0.0
C -2.370 1.400 -2.041 0.0 0.0 0.0
N -1.850 1.248 0.289 0.1 0.2 0.0
H -6.509 1.082 -2.491 0.0 0.0 0.0
H -6.448 0.554 -0.805 0.0 0.0 0.0
H -5.183 0.050 -1.929 0.0 0.0 0.0
H -5.683 2.915 -0.952 0.0 0.0 0.0
H -4.540 2.508 -2.202 0.0 0.0 0.0
H -5.275 2.696 1.140 0.0 0.0 0.0
H -3.615 2.567 1.646 0.0 0.1 0.0
H -5.584 0.225 1.364 0.0 0.0 0.0
H -4.908 0.871 2.864 0.0 0.0 0.0
H -3.867 0.018 1.710 0.0 0.0 0.0
H -3.038 0.731 -2.583 0.0 0.0 0.0
H -1.366 0.992 -2.113 0.0 0.0 0.0
H -2.385 2.385 -2.508 0.0 0.0 0.0
H -2.142 1.391 1.248 -0.1 -0.1 0.0
O 2.654 -0.313 1.686 -0.2 0.2 0.6
N 3.443 0.469 2.352 -0.3 0.1 0.0
C 3.900 0.083 3.561 0.1 0.0 0.1
C 4.763 0.882 4.276 0.0 -0.1 0.0
C 5.166 2.102 3.757 0.0 0.1 0.0
C 4.675 2.484 2.520 0.0 0.1 0.1
C 3.813 1.661 1.832 -0.1 0.0 0.0
H 3.532 -0.878 3.887 0.0 0.0 0.0
H 5.109 0.536 5.240 0.0 0.0 0.0
H 5.844 2.740 4.307 0.0 0.0 0.0
H 4.943 3.431 2.073 0.0 0.0 0.0
H 3.369 1.894 0.875 0.0 0.0 0.0
C 5.525 -2.849 1.801 0.0 0.1 0.0
Si 4.521 -4.299 1.155 0.1 0.0 0.0
C 4.672 -4.383 -0.711 -0.1 0.0 -0.1
C 5.289 -5.878 1.846 0.0 0.0 0.1
C 2.769 -4.111 1.758 -0.1 0.0 0.0
Te 1.608 -2.750 0.520 0.0 -0.6 0.1
C 1.077 -4.297 -0.871 0.0 0.1 0.0
Si -0.762 -4.682 -0.902 -0.1 -0.1 0.0
C -1.197 -5.308 -2.624 0.0 0.0 0.0
C -1.941 -3.311 -0.447 0.0 0.1 0.0
C -1.034 -6.082 0.332 0.0 0.0 0.0
H 6.565 -2.914 1.470 0.0 0.0 0.0
H 5.519 -2.830 2.895 0.0 0.0 0.0
H 5.113 -1.899 1.446 0.0 0.0 0.0
H 5.692 -4.154 -1.030 0.0 0.0 0.0
H 3.994 -3.671 -1.189 0.1 0.0 0.0
H 4.419 -5.381 -1.080 0.0 0.0 0.0
H 6.356 -5.928 1.608 0.0 0.0 0.0
H 4.810 -6.763 1.419 0.0 0.0 0.0
H 5.184 -5.933 2.933 0.0 0.0 0.0
H 2.762 -3.680 2.764 0.0 0.0 0.0
H 2.226 -5.057 1.813 0.0 0.0 0.0
H 1.629 -5.197 -0.584 0.0 0.0 0.0
H 1.439 -3.961 -1.845 0.0 0.0 0.0
H -0.927 -4.561 -3.377 0.0 0.0 0.0
H -2.270 -5.503 -2.713 0.0 0.0 0.0
H -0.662 -6.233 -2.860 0.0 0.0 0.0
H -2.018 -2.561 -1.236 0.0 0.0 0.0
H -1.631 -2.796 0.466 0.0 0.0 0.0
H -2.932 -3.748 -0.279 0.0 0.0 0.0
H -0.413 -6.953 0.104 0.0 0.0 0.0
H -2.081 -6.401 0.332 0.0 0.0 0.0
H -0.788 -5.744 1.344 0.0 0.0 0.0
C -0.482 1.165 6.228 0.0 0.0 0.0
N -0.174 0.629 4.929 0.0 -0.1 0.0
C -1.034 -0.380 4.363 0.0 0.1 0.0
C -0.752 -0.228 2.879 0.1 0.1 0.0
O -1.183 -0.976 2.017 0.0 0.0 0.0
N 0.035 0.856 2.668 -0.1 -0.3 0.1
C 0.358 1.399 3.891 0.1 0.1 -0.1
N 1.081 2.459 4.038 0.1 -0.1 -0.4
H -0.408 0.382 6.984 0.0 0.0 0.0
H -1.495 1.588 6.269 0.0 0.0 0.0
H 0.223 1.950 6.497 0.0 0.0 0.0
H -2.096 -0.178 4.557 0.0 0.0 0.0
H -0.804 -1.389 4.708 0.0 0.0 0.0
H 1.319 3.169 2.272 -0.3 0.2 -0.1
H 1.219 2.693 5.013 0.0 0.0 0.0
C -3.771 -1.514 -4.541 0.0 0.0 0.0
C -2.277 -1.676 -4.531 0.0 0.0 0.0
C -1.577 -2.135 -5.636 0.0 0.0 0.0
C -0.202 -2.244 -5.479 0.0 0.0 0.1
N 0.435 -1.931 -4.365 -0.1 0.0 0.0
C -0.321 -1.474 -3.339 -0.1 0.0 0.1
S 0.522 -1.123 -1.865 0.2 0.2 0.0
N -1.662 -1.353 -3.399 0.0 0.0 0.0
H -4.221 -1.979 -5.418 0.0 0.0 0.0
H -4.028 -0.452 -4.540 0.0 0.0 0.0
H -4.192 -1.955 -3.638 0.0 0.0 0.0
H -2.070 -2.400 -6.561 0.0 0.0 0.0
H 0.418 -2.608 -6.296 0.0 0.0 0.0
```
Forces are in eV/Å.

Calculated total energy: -4015.9092 Ha
Total charge: -1
ΔE to the lowest compared entry with this formula, charge and spin: 13.66 kcal per mole
Highest occupied orbital energy (spin up / spin down): -2.88 / -4.19 eV
Spin multiplicity: 2

3.
Formula: C45H70F3N12O9SV
Source: the OMol25 dataset
Level of theory: ωB97M-V/def2-TZVPD

XYZ file:
```
141
Properties=species:S:1:pos:R:3:forces:R:3
V 15.386 -5.480 -5.308 -0.6 -2.9 0.7
N 14.002 -6.688 -7.286 0.7 1.8 -0.9
O 15.263 -6.549 -7.213 1.7 -0.4 -0.2
O 13.426 -7.064 -8.263 0.1 -0.5 0.9
O 13.487 -6.136 -6.283 -1.4 0.5 1.5
N 14.824 -5.586 -2.681 -0.7 0.7 -0.6
O 14.635 -5.607 -1.499 0.1 -0.4 -0.5
O 13.993 -5.898 -3.579 -1.1 -0.8 -0.7
O 15.851 -5.131 -3.236 2.3 1.3 0.0
C 18.716 -7.311 -3.477 -1.1 1.0 -1.1
F 18.911 -8.563 -3.176 0.3 -0.6 -0.1
F 18.088 -6.710 -2.495 -0.1 0.2 0.5
F 19.832 -6.673 -3.756 0.7 -0.1 0.2
S 17.651 -7.143 -5.024 -1.7 -0.8 -1.6
O 18.233 -7.971 -6.049 0.6 0.4 1.0
O 16.256 -7.471 -4.727 -0.7 -0.9 1.1
O 17.480 -5.713 -5.365 0.9 1.7 -0.2
N 24.057 -11.337 -1.807 -0.7 -0.6 0.3
C 24.404 -10.954 -3.066 -0.3 1.3 -0.4
C 23.420 -10.072 -3.504 0.1 -0.6 0.1
C 22.436 -10.012 -2.494 -0.2 0.0 0.0
C 22.818 -10.844 -1.473 0.4 0.4 -0.1
H 24.575 -11.932 -1.188 0.2 -0.1 -0.2
H 25.346 -11.228 -3.509 0.0 -0.1 0.0
H 23.252 -9.572 -4.445 0.6 -0.1 -0.1
H 21.565 -9.381 -2.563 -0.2 -0.2 0.2
H 22.337 -11.138 -0.556 0.0 0.2 0.1
N 24.307 -5.306 -4.634 0.4 -0.3 0.0
C 23.361 -6.184 -4.203 -0.4 -0.2 -0.3
C 22.978 -5.828 -2.945 -0.1 0.6 0.3
C 23.713 -4.645 -2.588 0.8 -0.9 -0.8
C 24.587 -4.416 -3.645 -1.0 0.8 0.7
H 24.671 -5.278 -5.568 0.1 -0.1 0.0
H 22.946 -6.932 -4.860 0.2 -0.1 0.0
H 22.204 -6.346 -2.402 0.1 0.1 0.2
H 23.727 -4.111 -1.654 -0.1 0.0 0.1
H 25.291 -3.611 -3.773 0.1 -0.1 -0.1
N 14.925 -10.948 -6.614 0.2 0.8 0.0
C 13.827 -10.959 -7.431 0.5 -0.7 0.4
C 12.870 -10.190 -6.843 -0.8 -0.2 -0.3
C 13.413 -9.642 -5.666 0.3 0.5 0.1
C 14.723 -10.074 -5.560 -0.8 -0.6 -0.6
H 15.784 -11.422 -6.852 0.0 0.3 0.3
H 13.843 -11.591 -8.303 -0.2 0.1 0.0
H 11.837 -10.123 -7.150 0.1 0.2 -0.2
H 12.867 -8.932 -5.064 0.3 -0.1 0.3
H 15.470 -9.842 -4.826 0.1 -0.1 -0.1
N 18.557 -3.031 0.651 0.2 -0.1 0.0
C 19.863 -2.631 0.680 0.3 0.3 -0.8
C 20.519 -3.232 -0.386 -0.2 0.1 1.4
C 19.577 -4.088 -0.981 0.1 -0.7 -1.2
C 18.376 -3.937 -0.367 -0.5 0.3 0.8
H 17.860 -2.737 1.307 -0.1 0.0 0.0
H 20.202 -1.876 1.369 0.0 -0.1 0.1
H 21.573 -3.179 -0.594 0.0 0.2 -0.1
H 19.746 -4.769 -1.801 0.1 0.1 0.0
H 17.418 -4.413 -0.499 0.1 0.0 -0.2
N 17.078 -13.059 -8.087 0.7 0.4 0.8
C 17.754 -11.863 -8.142 -0.6 -0.1 -1.1
C 18.098 -11.490 -6.877 0.9 0.0 -0.1
C 17.716 -12.541 -5.996 -0.3 0.1 -0.8
C 17.087 -13.475 -6.789 -0.2 -0.8 1.1
H 16.675 -13.525 -8.875 0.0 -0.2 0.0
H 17.858 -11.440 -9.130 0.2 0.5 0.3
H 18.707 -10.632 -6.642 -0.2 0.1 0.1
H 17.863 -12.542 -4.930 -0.1 -0.3 0.0
H 16.685 -14.426 -6.474 -0.2 0.1 -0.2
N 23.336 -10.457 -7.268 -0.5 0.3 -0.1
C 23.574 -9.139 -7.589 0.1 -0.2 0.7
C 22.444 -8.431 -7.246 0.0 0.2 -0.7
C 21.458 -9.369 -6.862 -0.5 0.3 0.6
C 22.043 -10.586 -6.828 0.6 -1.2 -0.4
H 23.968 -11.230 -7.352 0.2 0.1 -0.1
H 24.538 -8.853 -7.974 0.0 0.2 0.1
H 22.254 -7.372 -7.294 0.3 0.0 -0.3
H 20.426 -9.174 -6.614 0.1 0.2 0.1
H 21.681 -11.573 -6.587 -0.2 0.1 0.1
N 17.444 -8.535 -8.793 0.1 -0.7 -1.0
C 18.483 -8.418 -9.679 0.3 0.4 0.0
C 18.059 -8.804 -10.934 0.1 0.0 0.5
C 16.699 -9.217 -10.802 0.9 0.0 0.4
C 16.391 -9.084 -9.468 -0.9 -0.2 0.1
H 17.521 -8.382 -7.799 -0.1 -0.1 -0.1
H 19.436 -8.070 -9.309 0.1 0.0 -0.2
H 18.667 -8.844 -11.822 0.0 0.1 0.0
H 16.105 -9.619 -11.604 -0.3 0.0 0.2
H 15.519 -9.454 -8.952 -0.1 0.4 0.1
N 20.790 -4.006 -8.233 -0.4 -0.8 0.1
C 20.304 -5.261 -7.977 -0.7 -0.1 -0.4
C 20.606 -5.615 -6.697 0.9 0.7 0.0
C 21.407 -4.537 -6.165 -0.7 -0.4 -0.3
C 21.445 -3.554 -7.123 0.4 0.2 0.1
H 20.583 -3.556 -9.104 0.3 0.4 0.1
H 19.725 -5.762 -8.739 0.0 -0.1 0.1
H 20.349 -6.537 -6.209 0.1 0.0 -0.1
H 21.901 -4.572 -5.212 -0.1 0.4 0.1
H 21.887 -2.571 -7.112 0.1 -0.1 0.0
C 18.388 -11.377 -1.513 -0.3 -0.3 0.0
C 17.034 -11.795 -2.101 -0.1 -0.1 0.8
N 15.943 -11.532 -1.172 -1.0 0.3 0.6
C 15.848 -10.142 -0.698 0.6 -0.1 -0.5
C 15.599 -9.123 -1.815 0.3 0.7 0.3
C 14.645 -11.940 -1.704 0.0 -0.2 -0.5
C 14.575 -13.409 -2.096 -0.4 -0.2 -0.5
H 18.501 -10.327 -1.245 -0.1 0.2 -0.6
H 19.152 -11.691 -2.224 0.3 0.2 0.2
H 18.527 -11.868 -0.547 0.1 -0.4 -0.2
H 16.849 -11.427 -3.123 0.1 0.4 0.1
H 17.037 -12.882 -2.211 0.2 0.0 -0.1
H 15.043 -9.984 0.022 -0.1 -0.7 0.0
H 16.754 -9.940 -0.124 0.1 0.2 -0.2
H 16.042 -8.162 -1.533 -0.3 0.1 0.1
H 16.042 -9.339 -2.787 0.0 -0.4 0.1
H 14.525 -8.984 -1.937 0.0 0.1 -0.3
H 14.384 -11.345 -2.594 0.0 0.0 -0.1
H 13.861 -11.727 -0.975 0.2 0.0 0.2
H 13.539 -13.694 -2.303 -0.1 0.1 0.3
H 14.967 -14.073 -1.326 0.1 0.0 0.0
H 15.050 -13.613 -3.059 0.4 0.1 0.2
C 13.403 -2.744 -4.552 -0.2 0.4 0.6
C 13.884 -2.906 -5.988 -1.1 -0.6 0.7
N 15.256 -3.453 -6.092 0.2 -0.2 -0.2
C 16.221 -2.607 -5.315 0.0 0.7 -0.5
C 16.217 -1.132 -5.719 0.0 0.0 -0.4
C 15.567 -3.522 -7.567 0.7 0.4 0.4
C 16.949 -4.039 -7.893 0.8 -0.6 -0.6
H 12.320 -2.841 -4.478 0.0 -0.1 -0.2
H 13.611 -1.767 -4.107 0.3 0.0 -0.2
H 13.819 -3.484 -3.869 0.0 -0.1 -0.1
H 13.199 -3.623 -6.445 0.3 -0.1 -0.2
H 13.721 -1.977 -6.537 0.5 0.1 -0.1
H 15.955 -2.694 -4.265 0.1 -0.1 0.0
H 17.240 -2.959 -5.460 -0.2 -0.5 0.2
H 16.987 -0.613 -5.149 -0.2 0.1 0.2
H 16.474 -0.970 -6.767 0.1 -0.2 0.0
H 15.240 -0.668 -5.591 0.1 0.1 0.3
H 15.522 -2.503 -7.954 -0.4 0.0 -0.1
H 14.796 -4.142 -8.020 0.0 0.1 -0.1
H 17.765 -3.627 -7.297 -0.2 0.1 0.2
H 17.234 -3.794 -8.921 -0.4 0.2 0.0
H 17.054 -5.124 -7.873 -0.2 0.0 0.3
```
Forces are in eV/Å.

Calculated total energy: -4732.4822 Ha
Total charge: 0
ΔE to the lowest compared entry with this formula, charge and spin: 0.00 kcal per mole
Highest occupied orbital energy (spin up / spin down): -7.65 / -7.65 eV
Spin multiplicity: 3